DFT (wB97M-V/def2-TZVPD) results for a structure of composition C7H16ClIN2O2PPdS.

Results
total charge = +3
E = -2160.2723 Eh
spin multiplicity = 5
HOMO level (spin up / spin down) = -19.5 / -20.0 eV

Each line ends with the Mulliken spin population.
Positions of all 32 atoms, in Å:
C  -0.934  2.582  -1.681  0.0848
S  0.308  -2.886  1.016  0.7350
C  1.883  -3.523  0.687  -0.0343
O  -3.953  1.669  -0.281  0.0358
H  -1.444  0.540  1.471  -0.0174
H  -0.968  2.129  -2.684  -0.0079
Cl  2.212  0.184  1.521  0.3740
N  2.079  -4.741  0.021  0.0167
H  2.226  -5.457  0.741  -0.0005
H  -0.702  2.768  1.290  0.0024
Pd  0.765  -0.803  0.126  1.0757
C  1.698  1.412  -1.472  0.0595
C  -1.888  -1.106  -0.426  0.0261
H  3.804  -3.061  0.465  -0.0011
N  2.994  -2.857  1.033  0.1020
C  -3.208  0.817  0.134  -0.0621
H  -2.813  -0.603  1.643  0.0024
I  -3.445  -0.017  -2.455  1.0981
H  0.604  3.618  0.320  0.0211
C  0.281  2.662  0.779  0.0358
H  1.042  2.268  1.478  -0.0106
H  1.525  0.784  -2.365  0.0024
P  0.077  1.426  -0.606  0.4292
H  -0.452  3.587  -1.692  0.0255
O  -2.484  -2.036  -0.023  -0.0123
H  1.978  2.454  -1.697  0.0365
H  -1.965  2.644  -1.286  -0.0038
H  -3.023  0.970  2.356  -0.0056
C  -2.596  0.485  1.445  0.0037
H  2.829  -1.847  1.293  -0.0009
H  1.160  -4.979  -0.371  -0.0015
H  2.411  0.915  -0.781  -0.0089



DFT (wB97M-V/def2-TZVPD) results for a structure of composition C43H58BN5O4P2Rh.

Results
total charge = +1
E = -3066.0354 Eh
spin multiplicity = 5
HOMO level (spin up / spin down) = -9.2 / -10.3 eV

Each line ends with the Mulliken spin population.
Positions of all 114 atoms, in Å:
C  -2.766  -1.390  -5.286  -0.0014
C  2.808  1.681  3.091  -0.0118
H  -7.308  -4.807  5.322  -0.0030
H  0.163  4.290  1.385  0.0008
H  -3.366  4.472  -0.779  0.0009
C  1.872  2.726  2.971  0.0116
C  1.916  -2.912  0.798  -0.0200
H  -3.055  -3.703  3.348  0.0296
O  0.898  -0.039  -2.618  0.1013
N  2.545  0.735  2.091  0.0365
H  -0.087  0.585  3.080  0.0623
C  -1.833  2.995  -0.979  -0.0173
H  -3.210  -5.019  5.466  -0.0014
C  -4.166  -2.130  1.282  0.5437
H  -6.269  -2.749  1.537  0.0161
H  2.948  4.680  5.484  0.0002
H  0.396  -2.062  2.126  0.0203
H  -4.552  -1.246  -7.638  0.0000
H  0.074  -1.821  -7.102  -0.0001
H  1.412  -3.625  -1.218  0.0011
C  -4.102  -4.658  4.965  -0.0485
C  -2.036  -1.013  1.019  0.1319
H  4.845  0.298  -2.096  0.0036
H  4.162  -1.886  -2.985  0.0002
Rh  0.639  0.329  -0.308  1.6110
C  -0.048  -1.163  -5.035  0.0042
C  -6.358  -4.545  4.870  -0.0676
C  -3.129  -1.403  1.851  -0.1379
H  0.556  3.508  -3.399  -0.0001
H  0.456  -4.332  0.082  0.0008
H  -1.445  1.977  -2.886  -0.0039
C  2.897  3.841  4.804  0.0038
N  -5.262  -4.973  5.529  0.1896
H  1.183  4.612  3.743  -0.0002
H  2.453  -1.673  -2.602  0.0038
H  -2.030  -1.313  -0.020  0.0074
C  -1.991  -0.240  3.629  -0.0481
O  -2.667  -2.068  -7.425  0.0007
C  -0.565  -1.585  -6.263  -0.0004
H  3.142  0.655  -1.811  -0.0040
C  3.288  -0.465  1.797  0.0002
H  1.650  5.759  -1.670  0.0003
H  5.149  -2.870  -0.308  -0.0003
B  1.449  1.204  1.315  -0.0358
H  5.533  -1.323  0.448  -0.0001
C  3.081  -3.890  0.952  -0.0004
C  -0.882  -0.875  -3.964  0.0200
N  -1.001  -0.314  1.440  0.0471
C  -2.280  -0.990  -4.075  0.0036
H  -0.988  3.015  1.812  0.0042
H  3.876  -3.493  1.585  -0.0001
H  2.706  -4.801  1.426  0.0012
O  -0.993  -0.492  -1.616  0.0902
P  2.461  -1.198  0.298  0.0618
H  -2.694  1.969  0.767  -0.0036
N  -6.415  -3.861  3.751  0.1373
C  -5.289  -2.784  1.996  0.5209
H  4.334  0.852  -0.503  -0.0009
H  0.495  5.581  -0.357  0.0000
N  1.035  2.436  1.890  0.0150
C  1.166  3.709  -1.303  0.0404
H  0.133  -2.679  -0.454  -0.0029
C  1.175  -2.818  2.138  0.0147
C  1.369  3.206  -2.742  0.0149
H  0.703  -3.784  2.330  -0.0003
C  -0.290  -0.450  -2.678  -0.0504
H  1.846  -2.615  2.973  0.0000
C  -0.963  0.049  2.744  0.2153
C  -1.954  2.862  -2.501  0.0132
H  -1.780  5.193  -0.998  0.0003
C  3.792  1.715  4.062  0.0011
H  3.265  4.095  -1.149  -0.0005
C  3.839  -1.234  -0.968  -0.0003
H  -0.025  5.388  -2.041  0.0000
H  -1.920  0.109  4.651  -0.0014
H  -3.011  2.776  -2.764  -0.0003
C  -1.930  -1.684  -6.353  0.0032
H  5.924  -1.600  -1.238  0.0007
H  -2.927  -0.770  -3.237  0.0010
H  -2.232  4.501  0.563  -0.0003
C  -4.012  -3.920  3.797  0.1904
C  1.906  3.811  3.828  -0.0011
C  -5.217  -3.509  3.195  0.0464
H  3.267  -1.169  2.631  -0.0012
C  4.042  0.237  -1.358  -0.0206
O  -4.067  -1.577  -5.654  -0.0001
H  2.290  3.642  -3.137  0.0008
H  2.476  4.057  0.428  0.0011
P  -0.092  2.622  -0.435  -0.0034
H  4.333  -0.237  1.585  -0.0032
C  0.925  -3.409  -0.268  0.0169
H  1.020  -1.055  -4.906  0.0034
H  -3.766  2.133  -0.623  0.0013
C  3.406  -2.024  -2.208  -0.0013
C  -4.040  -1.987  -7.025  0.0000
C  -0.031  3.217  1.319  -0.0144
H  3.344  -3.093  -2.004  0.0008
H  3.507  -4.174  -0.009  0.0006
H  4.587  2.863  5.685  0.0002
H  1.462  2.121  -2.796  0.0019
H  -3.918  -1.145  3.864  0.0194
C  3.825  2.811  4.919  0.0005
H  -2.465  0.938  -0.660  -0.0144
H  4.513  0.912  4.157  -0.0002
C  5.176  -1.796  -0.466  -0.0012
C  -2.309  4.376  -0.518  -0.0001
C  2.503  3.585  -0.555  -0.0187
C  -3.089  -0.952  3.200  0.1760
H  -1.558  3.738  -3.015  0.0001
C  0.780  5.189  -1.335  0.0029
H  -4.188  -2.182  0.199  0.0508
H  -4.503  -2.968  -7.121  0.0000
H  2.818  2.550  -0.431  0.0201
C  -2.733  1.936  -0.324  0.0213



DFT (wB97M-V/def2-TZVPD) results for a structure of composition C15H31AlO17S.

Results
E = -2509.5222 Eh
HOMO level = -8.3 eV

Each line ends with the Mulliken charge.
Positions of all 65 atoms, in Å:
H  7.893  -16.872  -2.992  0.2308
H  5.927  -12.635  -5.457  0.1198
C  6.160  -10.395  -2.679  0.4653
C  7.392  -8.631  -1.593  -0.6409
O  3.054  -11.944  -4.001  -0.7206
H  6.719  -7.880  -2.007  0.2823
H  0.765  -11.494  -3.558  -0.0971
H  3.906  -18.583  -0.232  0.1083
C  7.330  -14.680  -4.381  0.5773
O  3.287  -14.009  -4.721  -0.5614
O  1.308  -12.846  -5.266  -0.6361
H  6.274  -9.546  -5.648  0.2303
H  1.448  -15.808  2.166  0.3547
H  -0.092  -12.176  1.924  0.3839
O  3.258  -14.545  0.704  -0.2929
O  6.806  -9.899  -1.582  -0.3349
O  4.032  -18.817  -2.455  -0.3597
O  -0.614  -11.509  -2.175  -0.3451
H  3.853  -16.986  1.661  0.1859
C  4.238  -19.145  -1.105  -0.5167
S  2.727  -12.744  -5.153  1.2862
H  4.808  -8.730  -4.931  0.2502
H  5.297  -16.181  1.615  0.3616
H  9.691  -16.646  -3.482  0.2749
H  3.974  -14.160  2.634  0.1454
H  9.091  -15.544  -2.520  0.3133
H  4.945  -10.515  -5.008  0.0085
C  4.216  -16.730  -5.233  -0.0989
H  3.907  -20.161  -0.894  0.2985
O  -0.580  -12.349  -0.105  -0.3580
C  6.035  -13.508  -6.102  -0.2914
Al  3.986  -13.705  -2.064  1.4985
C  0.071  -12.303  -1.290  0.6454
C  3.455  -14.912  2.040  0.6143
O  5.679  -11.480  -2.806  -0.3148
C  -0.322  -11.410  -3.544  -0.1025
C  4.237  -17.631  -2.986  0.6469
H  6.331  -13.194  -7.103  0.2880
O  7.201  -14.264  -5.679  -0.3746
H  1.540  -14.332  3.031  0.2723
O  6.575  -14.359  -3.426  -0.3597
H  -0.694  -10.455  -3.913  0.2485
H  5.021  -16.092  -4.869  -0.2167
H  -0.618  -12.259  -4.161  0.2900
C  8.709  -16.214  -3.290  -0.6541
C  2.118  -15.226  2.799  -1.2025
O  3.322  -12.264  -6.412  -0.6133
C  -0.057  -12.901  1.110  -0.6054
H  3.304  -16.148  -5.371  0.2577
H  -0.476  -13.890  1.293  0.3089
H  5.055  -13.964  -6.241  0.1655
O  8.389  -15.461  -4.417  -0.3527
H  4.497  -16.493  3.127  0.4112
H  7.780  -8.372  -0.608  0.2483
H  5.314  -19.128  -0.936  0.3115
O  4.576  -16.585  -2.344  -0.4067
C  5.490  -9.579  -4.891  -0.3204
C  4.331  -16.119  2.117  -1.3110
H  8.192  -8.674  -2.333  0.2868
H  4.559  -16.977  -6.237  0.3823
O  1.182  -12.847  -1.501  -0.4915
O  3.981  -17.802  -4.333  -0.3468
H  1.027  -12.979  1.026  0.1468
H  2.316  -15.696  3.762  0.3867
O  6.132  -9.392  -3.696  -0.3603



DFT (wB97M-V/def2-TZVPD) results for the ion C9H18NO2 with charge +1.

Results
total charge = +1
E = -558.5937 Eh
HOMO level = -13.6 eV
SMILES = CCC#CC(O)(O)[NH+](CC)CC
energy above the lowest of the compared OMol25 structures with the same formula, charge and spin = 3.249 eV

Each line ends with the Mulliken charge.
Positions of all 30 atoms, in Å:
C  -3.334  0.864  0.099  -1.1619
C  -2.460  0.293  -0.983  -0.4270
O  -0.304  1.205  1.365  -0.4731
O  -0.512  2.304  -0.647  -0.5447
H  3.874  -1.445  0.283  0.3566
H  4.158  1.523  0.439  0.3739
H  -3.835  1.854  -0.154  0.3276
C  3.866  0.669  -0.175  -0.6621
C  4.599  -0.633  0.253  -0.9717
H  4.187  0.871  -1.167  0.3402
C  -1.365  -2.542  0.107  -1.3485
H  -4.263  0.255  0.178  0.3158
H  -1.262  2.805  -0.209  0.4369
H  5.425  -0.831  -0.581  0.2667
H  -0.505  -2.987  -0.167  0.4185
C  -0.203  1.152  -0.001  0.9680
H  5.094  -0.495  1.229  0.2556
C  2.476  0.730  -0.170  -0.0364
H  -0.674  -0.333  -1.495  0.4185
C  1.277  0.875  -0.374  -0.5410
H  -2.460  1.115  -1.768  0.3539
C  -1.184  -1.096  0.498  -0.2993
H  -2.075  -2.687  -0.716  0.3319
H  0.502  1.141  1.790  0.3566
H  -1.731  -3.240  0.993  0.3351
H  -3.027  -0.528  -1.444  0.4141
H  -1.986  -0.746  1.097  0.2848
H  -0.361  -1.005  1.194  0.5146
H  -2.861  0.928  1.095  0.3647
N  -1.056  -0.018  -0.568  0.0316